Entry 1:
C16H15Cl2O3 | the ωB97M-V functional and the def2-TZVPD basis

Last column: Löwdin charge in e.
Cartesian coordinates (Å):
Cl  3.09986  0.51249  -4.14733  0.675
C  1.39412  0.33417  -4.07155  -0.635
C  0.58891  1.40347  -4.23112  0.004
C  -0.91726  1.25457  -4.16410  -0.506
O  -1.62216  2.28505  -4.19121  -0.078
C  -1.40444  -0.08156  -3.93672  -0.670
Cl  -3.06907  -0.31176  -4.14948  0.658
C  -0.60592  -1.19630  -3.52354  -0.276
C  0.93330  -1.04794  -3.85122  -0.378
O  1.57987  -2.04563  -3.94812  0.103
H  0.99210  2.38550  -4.34923  0.104
H  -0.96161  -2.10612  -4.10277  0.153
C  -1.19905  0.60997  3.77013  -0.056
C  0.16999  0.37346  3.08694  -0.549
C  0.92278  1.68269  3.05902  -0.095
C  0.97749  -0.63425  3.93957  -0.057
C  -0.03929  -0.19577  1.63516  -0.201
C  0.46625  0.43295  0.52847  -0.042
C  0.29028  -0.06493  -0.77294  0.025
C  -0.50295  -1.20277  -0.97428  -0.254
O  -0.84454  -1.71178  -2.15828  -0.017
C  -0.95966  -1.91430  0.19621  0.014
C  -0.74453  -1.38042  1.45191  -0.060
H  -1.76048  -0.31456  3.91158  0.072
H  -1.03124  1.05624  4.74984  0.074
H  -1.79931  1.29206  3.17925  0.084
H  1.93614  1.57163  2.62124  0.091
H  0.38642  2.45577  2.47262  0.094
H  1.05059  2.07317  4.07848  0.080
H  1.93381  -0.83996  3.47085  0.083
H  1.16153  -0.19816  4.92149  0.074
H  0.44869  -1.57740  4.08168  0.073
H  1.02669  1.35893  0.59429  0.099
H  0.73763  0.44909  -1.62887  0.103
H  -1.50484  -2.83661  0.09540  0.103
H  -1.13009  -1.87100  2.35664  0.108

Atoms 1-3, force components in eV/Å:
0.9 0.1 0.0
-0.1 0.9 -0.2
-0.5 -1.9 0.5

Output
HOMO energy: -3.48 eV
Gap between HOMO and LUMO: 6.11 eV
Total charge: -1

***

Entry 2:
C2H5N3O2 | the ωB97M-V functional and the def2-TZVPD basis

Last column: Löwdin charge in e.
Cartesian coordinates (Å):
N  0.49417  0.52274  -1.09642  0.094
C  0.61709  0.15342  0.20138  -0.520
N  -0.56711  -0.97967  1.80079  0.014
C  -0.97888  0.77743  -1.29018  -0.259
O  1.79737  -0.30168  0.64922  0.106
N  -0.52841  -0.05981  0.77589  -0.021
O  -1.82131  -0.03798  -1.60078  0.054
H  2.51498  -0.04185  0.05817  0.115
H  1.17506  1.16148  -1.47959  0.125
H  -0.10639  -1.84540  1.51597  0.086
H  -1.52801  -1.18106  2.06333  0.079
H  -1.06856  1.83238  -1.59776  0.126

Atoms 1-3, force components in eV/Å:
-1.5 0.1 -0.3
-1.7 -1.8 1.5
0.4 -0.5 0.9

Output
Energy above the lowest of the compared OMol25 structures with the same formula, charge and spin: 3.926 eV
HOMO energy: -7.89 eV
Gap between HOMO and LUMO: 8.25 eV

***

Entry 3:
C6H8N | the ωB97M-V functional and the def2-TZVPD basis

Last column: Löwdin charge in e.
Cartesian coordinates (Å):
C  -1.26664  1.03651  -0.22677  -0.027
C  0.10830  1.11978  -0.08923  0.092
C  -2.04299  -0.07447  -0.07583  0.057
C  -3.03015  -0.87925  -0.09591  0.155
C  3.06447  -0.47169  -0.07955  -0.041
C  0.82648  -0.06907  0.28194  -0.260
N  1.92371  -0.35761  -0.57296  -0.034
H  -1.92157  1.85311  -0.27869  0.121
H  0.57896  2.12371  -0.28316  0.172
H  -3.04551  -1.39261  -1.01966  0.116
H  -3.70415  -1.11006  0.67794  0.106
H  3.39673  -0.25324  1.04464  0.126
H  3.98517  -0.63352  -0.84305  0.132
H  1.07002  -0.00006  1.33148  0.145
H  0.05718  -0.89153  0.22882  0.139

Atoms 1-3, force components in eV/Å:
0.2 -0.4 0.7
-1.3 1.5 -0.5
0.2 0.3 0.2

Output
Energy above the lowest of the compared OMol25 structures with the same formula, charge and spin: 5.690 eV
HOMO energy: -13.84 eV
Gap between HOMO and LUMO: 7.05 eV
Total charge: +1

***

Entry 4:
C9H16N2S | the ωB97M-V functional and the def2-TZVPD basis

Last column: Löwdin charge in e.
Cartesian coordinates (Å):
C  -1.08624  0.23818  0.43495  -0.764
C  -2.88478  -0.85936  -0.59633  -0.233
C  -1.76622  -1.68282  -1.02338  -0.021
C  0.73657  -1.07927  1.31939  -0.203
C  2.12222  -1.44084  0.67478  -0.133
C  1.95861  -0.98112  -0.85123  -0.151
C  2.65530  0.40491  -1.20702  -0.230
C  1.83984  1.44686  -0.59326  -0.207
C  1.10845  1.27209  0.82442  -0.145
H  -3.14950  0.18395  -1.09492  0.088
H  -3.70367  -1.26882  -0.08262  0.093
H  -1.23378  -1.14462  -1.67233  0.055
H  -1.58777  -2.68545  -0.75830  0.104
H  0.78155  -1.27202  2.46915  0.155
H  0.10040  -1.81894  1.05605  0.056
H  3.00674  -1.10582  1.03337  0.058
H  2.12682  -2.55501  0.57880  0.117
H  0.67795  -1.12156  -0.93008  0.153
H  2.44612  -1.72503  -1.56776  0.106
H  2.80305  0.63661  -2.26900  0.105
H  3.72663  0.40207  -0.79850  0.129
H  1.09555  1.71791  -1.38666  0.106
H  2.18277  2.52290  -0.47605  0.128
H  1.73536  1.06571  1.66049  0.113
H  0.42034  2.05181  1.02329  0.038
N  -1.82551  -0.92312  0.33252  -0.075
N  0.14255  0.17247  1.03325  -0.141
S  -1.73439  1.71619  -0.01495  0.698

Atoms 1-3, force components in eV/Å:
0.9 1.6 0.5
-2.6 1.9 -0.3
-1.2 0.1 3.6

Output
Energy above the lowest of the compared OMol25 structures with the same formula, charge and spin: 3.848 eV
HOMO energy: -8.07 eV
Gap between HOMO and LUMO: 8.94 eV

***

Entry 5:
C36H40N9O3Ti | the ωB97M-V functional and the def2-TZVPD basis

Last column: Löwdin charge in e.
Cartesian coordinates (Å):
Ti  -0.17286  1.34047  0.43004  0.872
C  2.34673  -5.89051  -0.28859  -0.064
O  2.24419  -4.61060  0.31435  -0.083
C  3.34304  -4.13650  0.96315  -0.209
C  4.56188  -4.79464  1.04404  -0.008
C  5.60931  -4.21866  1.75490  -0.068
C  5.44465  -3.00864  2.40399  -0.074
C  4.21730  -2.36177  2.34155  -0.027
C  3.17918  -2.90027  1.60500  -0.159
N  1.91118  -2.26842  1.51567  0.178
C  1.68084  -1.04607  0.96005  -0.315
N  2.75271  -0.27263  0.72785  0.178
C  2.81908  0.83891  -0.14117  -0.183
C  1.71842  1.60803  -0.45937  -0.154
C  1.92329  2.62978  -1.40415  -0.130
C  3.16926  2.89312  -1.94025  -0.082
C  4.27453  2.12957  -1.56531  -0.021
C  4.09495  1.09464  -0.66971  -0.220
O  5.08132  0.25271  -0.23956  -0.097
C  6.39137  0.45955  -0.74015  -0.062
N  0.44599  -0.64377  0.70090  0.008
C  -0.54791  -1.66832  0.81686  -0.247
C  -1.27761  -1.85234  1.97847  -0.023
C  -2.16888  -2.91697  2.09563  -0.078
C  -2.32390  -3.79414  1.03904  -0.074
C  -1.60299  -3.62062  -0.14197  -0.011
C  -0.71031  -2.56206  -0.25649  -0.260
O  0.06147  -2.32229  -1.34051  -0.071
C  -0.01285  -3.23064  -2.42265  -0.056
H  1.37012  -6.10199  -0.71626  0.087
H  2.58855  -6.65508  0.45285  0.102
H  3.10068  -5.89133  -1.07917  0.101
H  4.70797  -5.74722  0.55737  0.107
H  6.55698  -4.73745  1.80645  0.111
H  6.25429  -2.57702  2.97450  0.108
H  4.05457  -1.43698  2.88244  0.129
H  1.11385  -2.88698  1.53168  0.141
H  3.65020  -0.71029  0.88554  0.111
H  1.09153  3.23720  -1.74123  0.066
H  3.29647  3.69269  -2.65839  0.106
H  5.24670  2.33777  -1.98566  0.105
H  6.76090  1.45078  -0.46798  0.099
H  6.41624  0.34285  -1.82612  0.099
H  7.01373  -0.30210  -0.27884  0.094
H  -1.12415  -1.15648  2.79611  0.092
H  -2.71991  -3.05994  3.01528  0.107
H  -3.00620  -4.62945  1.12175  0.108
H  -1.73377  -4.32011  -0.95475  0.107
H  0.68592  -2.86438  -3.16933  0.101
H  -1.01945  -3.26169  -2.84843  0.094
H  0.28041  -4.23637  -2.10848  0.087
C  -1.55441  4.02476  1.74346  -0.182
N  -1.58025  3.30214  0.42581  -0.136
C  -3.01995  3.04818  0.10385  -0.184
N  -3.81223  4.25900  0.08073  -0.080
C  -3.71873  4.91603  1.38664  -0.155
N  -2.33336  5.24307  1.71775  -0.080
C  -1.79866  6.12284  0.67835  -0.153
N  -1.85410  5.48868  -0.64139  -0.078
C  -1.07707  4.26736  -0.60173  -0.177
C  -3.24963  5.15654  -0.93207  -0.155
H  -0.51783  4.26705  1.97230  0.117
H  -1.93192  3.34706  2.51065  0.114
H  -3.41704  2.35676  0.85556  0.134
H  -3.06776  2.58470  -0.88069  0.102
H  -4.12400  4.25215  2.15273  0.132
H  -4.30966  5.83220  1.36834  0.132
H  -0.76206  6.37012  0.91506  0.133
H  -2.38231  7.04367  0.65406  0.132
H  -0.03884  4.50464  -0.36166  0.125
H  -1.11839  3.77527  -1.57751  0.127
H  -3.30834  4.67435  -1.91035  0.131
H  -3.83517  6.07578  -0.95926  0.132
N  -1.60059  0.67700  -1.14433  0.182
C  -2.56834  0.09859  -1.33019  -0.078
C  -3.83539  -0.53366  -1.59580  -0.205
C  -4.15619  -0.91877  -2.89605  -0.017
C  -5.38178  -1.51289  -3.13354  -0.052
C  -6.27219  -1.70977  -2.08288  -0.046
C  -5.94583  -1.31590  -0.79047  -0.049
C  -4.72102  -0.72503  -0.53819  -0.016
H  -3.45359  -0.75220  -3.70113  0.125
H  -5.64536  -1.81691  -4.13629  0.115
H  -7.23135  -2.17056  -2.27524  0.115
H  -6.64334  -1.47031  0.02048  0.116
H  -4.44238  -0.42336  0.46228  0.122
N  0.61927  2.08184  2.09438  -0.140
C  -0.28324  1.33074  2.52217  -0.122
H  1.33407  2.63554  2.55321  0.096

Atoms 1-3, force components in eV/Å:
0.1 0.2 0.5
0.0 0.0 0.0
0.0 0.1 0.0

Output
HOMO energy (spin up / spin down): -9.34 / -9.34 eV
Gap between HOMO and LUMO (spin up / spin down): 6.67 / 6.67 eV
Total charge: +1

***

Entry 6:
C5H14N2PS | the ωB97M-V functional and the def2-TZVPD basis

Last column: Löwdin charge in e.
Cartesian coordinates (Å):
C  -2.21950  0.21167  -0.32921  -0.437
C  1.55436  1.40997  0.75364  -0.066
C  2.33152  0.15924  -1.03375  -0.095
C  -1.36724  -1.55879  0.48501  -0.465
C  1.17809  -0.92018  0.72213  -0.400
N  -1.15375  0.84649  -0.64722  0.103
N  1.32891  0.22624  -0.04110  -0.439
P  -3.97994  0.34813  -0.10195  0.871
S  0.00226  -1.98324  -0.28467  0.988
H  1.43535  2.22424  0.10288  0.071
H  0.78335  1.35762  1.56056  0.110
H  2.62146  1.45905  1.16453  0.132
H  2.64243  1.06991  -1.55722  0.112
H  3.28778  -0.17729  -0.65079  0.102
H  2.10276  -0.49287  -1.83516  0.079
H  -1.24207  -1.19324  1.43252  0.015
H  -2.25114  -2.24867  0.32164  0.072
H  0.77686  -0.88573  1.77708  0.129
H  2.11505  -1.51930  0.73039  0.106
H  -0.96893  1.80069  -0.95412  0.146
H  -0.25513  0.35694  -0.42912  0.018
H  -4.48762  0.45611  -1.47408  -0.038
H  -4.23484  -0.94701  0.28803  -0.112

Atoms 1-3, force components in eV/Å:
1.6 -2.5 0.9
0.7 -0.8 2.1
1.9 -0.2 -1.5

Output
Energy above the lowest of the compared OMol25 structures with the same formula, charge and spin: 4.491 eV
HOMO energy: -12.20 eV
Gap between HOMO and LUMO: 8.38 eV
Total charge: +1